Entry 1:
64
Properties=species:S:1:pos:R:3:forces:R:3:nbo_charge:R:1 method="wB97M-V/def2-TZVPD" homo_lumo_gap_ev=6.753 e_above_lowest_kcal_mol=410.2 multiplicity=1 total_charge=0
C -2.487872 -1.878276 -4.098097 0.85 -7.02 2.21 -0.6113
C -1.803368 -1.658234 -2.742985 4.06 1.42 -3.84 -0.3958
C -2.594731 -0.960789 -1.769968 -1.56 -1.98 1.87 -0.4202
C -1.719196 -0.635780 -0.604006 0.81 3.83 -3.67 -0.2343
N -2.411705 -0.046559 0.474340 -0.51 1.01 2.19 -0.2609
C -1.443192 0.179623 1.670279 -5.05 7.32 -8.06 -0.1625
C -2.335783 0.348330 3.022677 -9.93 1.06 -8.35 -0.4950
C -3.564790 -0.437699 2.592547 -4.07 0.63 2.08 -0.4917
C -3.470613 -0.928510 1.243915 0.46 -1.66 -3.80 -0.2030
C -2.899853 1.298536 0.106870 -1.08 3.16 2.18 -0.4497
H -3.444777 -2.435139 -3.920177 0.36 0.72 -0.36 0.1908
H -1.829361 -2.749437 -4.543186 -1.22 1.46 0.49 0.2158
H -2.545210 -1.270930 -4.897758 -0.23 3.13 -1.90 0.2203
H -1.014235 -0.830413 -3.057257 -0.38 -2.12 0.77 0.2070
H -1.298580 -2.654178 -2.370305 -0.94 2.18 -0.61 0.2221
H -3.263182 -1.848196 -1.503845 -0.38 1.81 0.43 0.2038
H -3.095596 -0.113373 -2.167078 -0.74 0.57 -0.48 0.2123
H -0.648109 -0.218209 -0.922040 -2.47 0.41 0.81 0.2690
H -1.400332 -1.495756 -0.351820 2.22 -6.42 2.63 0.2073
H -0.809224 1.081234 1.496124 -2.51 -0.57 -3.14 0.2652
H -0.792827 -0.634798 1.772346 2.25 1.31 -8.26 0.1619
H -2.491050 1.373958 3.090243 -2.12 1.30 0.47 0.2256
H -1.946489 -0.180366 3.811806 -2.79 1.02 5.30 0.2957
H -4.548073 0.174354 2.763507 1.67 -1.14 -0.22 0.2201
H -3.644307 -1.411697 3.105167 -0.14 0.91 0.95 0.2657
H -4.400400 -0.793970 0.654525 0.52 -0.74 0.26 0.2288
H -3.032821 -2.034016 1.284188 -1.00 2.44 -0.84 0.2439
H -3.851483 1.466014 -0.406626 -0.06 -1.38 -0.23 0.2393
H -2.198840 1.946766 -0.483992 0.02 -1.14 0.83 0.2561
H -3.147969 1.857875 1.116575 0.82 -0.98 -1.98 0.2244
O 1.399057 -0.259923 1.117078 -4.65 -3.81 -0.45 -1.2347
H 2.167578 0.158461 1.246929 3.88 1.60 0.69 0.4227
C 4.432903 0.506805 -2.188051 -4.88 3.52 4.11 -0.7756
S 2.848641 -0.356147 -2.217645 0.87 -0.66 -1.49 1.2575
O 2.695361 -0.629822 -3.705198 -0.26 -0.25 1.08 -1.0008
C 3.497596 -1.817129 -1.399660 2.39 -2.04 1.00 -0.8693
H 4.655716 0.607250 -1.084550 0.18 0.15 -1.53 0.2285
H 4.143457 1.466711 -2.667828 0.97 -1.05 0.45 0.2468
H 5.082296 0.010007 -2.693458 4.08 -3.43 -3.21 0.2046
H 4.649281 -2.085635 -1.753663 -3.19 0.45 0.46 0.2182
H 2.764585 -2.656072 -1.535311 0.88 0.63 -0.30 0.2403
H 3.588833 -1.752021 -0.259755 -0.41 0.62 -1.54 0.2623
C 0.592197 -1.819836 3.020833 -0.31 -2.81 1.66 -0.8616
S -1.032656 -1.073709 2.977911 5.34 -12.19 14.53 1.2664
O -1.433213 -1.329421 4.432598 0.71 -1.56 0.88 -0.9858
C -0.555190 0.623637 3.153017 9.72 3.72 10.76 -0.8553
H 1.075967 -1.923672 4.085790 -1.28 0.64 -2.09 0.2523
H 1.032231 -1.216737 2.252866 2.01 0.48 -0.67 0.3178
H 0.447351 -2.842334 2.595089 0.16 0.52 0.37 0.2128
H -0.074295 0.918231 2.363612 5.63 1.33 -1.50 0.2407
H 0.236474 0.817096 4.025570 -1.18 -1.16 -1.25 0.2324
H -1.201865 1.515225 3.286434 2.58 -0.50 0.89 0.2111
C 2.656064 2.938461 -2.143441 2.82 1.29 3.21 -0.2510
C 3.961854 3.102318 -1.270935 -3.57 -0.45 0.26 -0.2135
C 3.948140 2.608277 0.071374 -1.82 0.73 -3.89 -0.2434
C 2.848653 1.895239 0.563933 -2.81 -0.18 -1.67 -0.2798
C 1.675736 1.613536 -0.226591 -0.73 3.35 -2.45 -0.1856
C 1.583011 2.321465 -1.595751 -0.08 -2.38 1.97 -0.2488
H 2.464471 3.393285 -3.101176 0.88 0.13 -0.35 0.2192
H 4.854001 3.505231 -1.738162 -0.15 0.13 0.19 0.2129
H 4.775343 2.643949 0.690935 1.76 0.42 0.92 0.2108
H 2.865439 1.512476 1.570790 0.27 0.26 0.20 0.2094
H 0.746317 0.970141 0.092269 2.66 1.74 -0.43 0.2820
H 0.742635 2.124293 -2.331822 0.64 0.22 1.42 0.2056

---

Entry 2:
65
Properties=species:S:1:pos:R:3:forces:R:3:nbo_charge:R:1 method="wB97M-V/def2-TZVPD" homo_lumo_gap_ev="7.392 / 4.768" e_above_lowest_kcal_mol=18.9 multiplicity=5 total_charge=+4 s2=6.02
P 2.687026 -0.473788 0.117353 4.33 -1.59 0.05 1.2528
C 3.488065 -0.749292 1.739414 -1.32 0.12 0.83 -0.9471
H 4.571440 -0.815700 1.582838 -0.15 0.09 -0.32 0.3052
H 3.100297 -1.676779 2.174679 0.15 0.23 -0.05 0.2948
H 3.265887 0.082372 2.418195 0.20 -0.24 -0.01 0.2683
C 3.262862 -1.971506 -0.760252 -1.27 -0.37 -0.43 -0.9514
H 3.120444 -1.868267 -1.841805 0.23 -0.16 0.33 0.2472
H 2.677751 -2.827660 -0.396418 0.35 0.02 -0.15 0.2738
H 4.328687 -2.115394 -0.529340 -0.25 0.16 0.11 0.3143
C 3.823169 0.785171 -0.562974 -1.18 0.96 -0.35 -0.9668
H 4.833715 0.363569 -0.587304 -0.16 -0.16 0.10 0.3161
H 3.808833 1.676604 0.073116 0.18 -0.08 -0.14 0.2706
H 3.509695 1.062802 -1.572998 0.30 0.10 0.11 0.2474
P -0.922151 3.077099 -0.391997 -0.63 1.96 -0.84 1.1397
C -0.938294 4.026426 1.152437 0.28 -0.58 0.34 -0.9757
H -1.421536 4.993397 0.951892 0.07 -0.20 -0.08 0.3210
H 0.084083 4.199031 1.508444 -0.23 0.09 -0.05 0.2833
H -1.505011 3.499038 1.930378 0.06 0.22 -0.10 0.2772
C 0.126591 3.984553 -1.538477 0.25 -0.14 -0.08 -0.9729
H 0.042222 3.571854 -2.547204 -0.01 0.28 0.21 0.2573
H 1.171697 3.927142 -1.213823 -0.12 0.17 -0.07 0.2728
H -0.202706 5.029898 -1.538861 0.09 -0.04 -0.01 0.3119
C -2.604410 3.130921 -1.033516 -0.11 -0.31 0.02 -0.9796
H -2.830928 4.175624 -1.281413 -0.06 -0.11 0.05 0.3135
H -3.307966 2.773868 -0.273176 0.01 0.17 -0.15 0.2769
H -2.694858 2.511994 -1.930721 -0.09 0.20 0.13 0.2559
P -2.099222 -1.849658 0.272223 -2.66 -3.80 -0.60 1.2395
C -3.049975 -2.217556 1.782078 0.65 1.07 0.83 -0.9601
H -3.673458 -3.096327 1.590506 0.14 -0.04 -0.24 0.3183
H -3.687304 -1.358332 2.019913 -0.01 -0.25 0.06 0.2809
H -2.382534 -2.410265 2.630362 -0.25 -0.06 -0.10 0.2838
C -3.467251 -1.733932 -0.936622 0.42 1.13 -0.43 -0.9503
H -4.173670 -2.546891 -0.722570 0.18 0.10 0.14 0.3171
H -3.098083 -1.821121 -1.963114 -0.25 -0.06 0.32 0.2539
H -3.970094 -0.765947 -0.819377 -0.17 -0.26 -0.10 0.2700
C -1.348564 -3.459100 -0.160685 1.21 0.44 -0.03 -0.9619
H -2.160928 -4.191677 -0.266414 -0.03 0.21 0.10 0.3200
H -0.649897 -3.782616 0.623823 -0.21 -0.12 -0.23 0.2844
H -0.804189 -3.367659 -1.109837 -0.15 -0.23 0.30 0.2549
Pt -0.161420 0.744049 -0.410344 -0.33 0.46 -1.30 0.7506
C 1.004953 1.447796 1.040510 3.45 3.06 5.09 0.4268
O 1.564851 2.035442 1.891531 -2.82 -2.83 -4.24 -0.3453
C -1.660857 0.622967 0.924001 -3.97 1.84 4.51 0.3877
O -2.436174 0.937721 1.754858 3.68 -1.61 -4.01 -0.3552
C -1.392058 -0.067022 -3.065209 0.05 0.31 0.05 -0.2089
C -0.741857 -1.298393 -2.928819 0.42 -0.21 0.18 -0.1989
C 0.650224 -1.351448 -2.868958 -0.10 -0.27 -0.11 -0.1485
C 1.405209 -0.182744 -2.998996 -0.08 -0.19 0.25 -0.1782
C 0.762937 1.052589 -3.134647 -0.45 0.16 0.05 -0.2438
C -0.643222 1.111738 -3.182934 0.33 -0.32 -0.04 -0.1765
H -2.464768 -0.033447 -3.194007 -0.09 0.06 -0.01 0.2681
H -1.304971 -2.225654 -2.952166 0.04 0.12 -0.03 0.2571
H 1.143468 -2.317186 -2.819299 -0.03 0.08 -0.04 0.2574
H 2.483942 -0.234017 -3.083923 -0.05 0.01 0.01 0.2616
H 1.354948 1.931804 -3.339171 0.05 0.14 0.02 0.2735
H -1.143897 2.026095 -3.470106 0.01 0.08 0.16 0.2570
C 1.084847 -0.861914 4.401879 -0.10 0.14 -0.10 -0.6313
C 0.062869 -1.600478 3.569716 -0.21 -0.24 0.71 -0.0747
O 0.654477 -1.949809 2.306899 -0.37 0.38 -1.41 -0.7208
H 2.035743 -1.399779 4.448445 -0.20 -0.03 0.07 0.2394
H 0.703467 -0.736672 5.415520 0.10 -0.01 0.00 0.2724
H 1.262961 0.136310 3.988065 0.05 -0.05 0.09 0.1811
H -0.255062 -2.527533 4.075578 0.09 0.28 -0.15 0.2137
H -0.830521 -0.975975 3.404745 0.17 -0.06 0.10 0.1412
H -0.049520 -2.056342 1.638110 0.60 -0.24 0.74 0.4375